7 unconnected molecules or ions with the total composition C24H48NO14S4 in a non-equilibrium geometry, computed with wB97M-V/def2-TZVPD.

The geometry in XYZ format:
```
91
Properties=species:S:1:pos:R:3:forces:R:3
N 1.52866 -0.06526 1.50360 5.6 -6.2 -4.7
H 0.72859 -0.05349 1.98704 -4.4 -0.7 2.1
H 2.36506 -0.59459 1.94139 -2.2 0.5 -0.4
H 1.87447 0.78502 1.50294 2.0 6.2 -0.2
H 1.58083 -0.37449 0.42102 -1.1 0.7 2.8
C 1.27195 3.06199 6.91654 -1.4 3.8 -8.7
C 2.41970 2.89141 5.82712 -6.3 -2.3 -0.1
C 2.42564 1.46206 5.14643 -1.8 3.3 2.3
O 2.31113 1.67659 3.83131 0.0 0.1 -4.1
C 2.06074 2.92518 3.56854 -1.5 3.4 -2.9
O 1.77482 3.37495 2.45771 0.9 -1.4 2.6
O 2.08472 3.67571 4.69010 0.2 0.4 -0.4
H 1.14140 2.58269 7.70334 1.1 -4.0 8.1
H 0.37005 2.55215 6.55643 -0.1 0.0 -1.5
H 0.80374 4.05996 6.98461 1.2 0.0 0.2
H 3.24587 3.21436 6.26748 4.2 1.1 1.2
H 1.67946 0.78363 5.28978 -2.1 -1.7 2.1
H 3.31425 1.11361 5.25292 5.6 -3.0 1.4
C -0.53129 -1.61842 -6.16330 1.2 1.3 2.6
C 0.33105 -0.63385 -5.25014 -2.3 -1.9 -3.1
C -0.39217 0.43894 -4.55027 0.8 -0.1 0.0
O 0.20023 0.46538 -3.27225 -0.3 0.9 1.1
C 0.97321 -0.58958 -3.09881 2.6 -1.0 0.4
O 1.72845 -0.82537 -2.16607 -2.2 0.3 -1.6
O 0.95142 -1.36279 -4.24556 1.2 0.1 1.2
H -0.72119 -1.03608 -7.03195 -0.5 -0.3 -1.1
H -1.38283 -2.01609 -5.65282 -1.1 0.5 0.3
H 0.03944 -2.51180 -6.23318 1.0 -0.5 -1.1
H 0.86799 -0.06675 -6.01970 1.8 -0.9 0.6
H -1.41575 0.39279 -4.56483 -2.7 -0.8 0.9
H -0.20335 1.27313 -5.13662 0.6 2.4 -0.2
C -4.46551 2.17657 4.30314 0.1 0.2 1.4
C -4.68246 0.71933 3.80557 2.3 0.7 -2.0
C -3.42043 -0.16705 4.11521 -1.3 -2.3 0.8
S -2.03390 0.90086 4.12968 -3.3 -0.1 -1.7
O -1.34926 0.52060 2.93492 1.5 0.5 -1.5
O -1.36584 0.90044 5.34457 2.5 -0.4 3.6
C -2.92621 2.45601 4.07211 -2.7 -3.9 11.1
H -4.80300 2.23818 5.43098 1.1 -0.1 -2.1
H -5.10742 2.95418 3.78971 0.8 -1.1 0.3
H -4.74684 0.69517 2.71681 0.0 0.5 -0.3
H -5.61080 0.35251 4.07284 -1.6 -1.1 1.2
H -3.11332 -1.04242 3.31520 -1.2 2.1 2.3
H -3.55259 -0.55006 5.18633 0.5 0.1 -1.6
H -2.69766 2.74956 3.26140 2.4 4.7 -11.0
H -2.39220 3.00363 4.87673 -0.7 0.1 -0.6
C -2.88884 -0.73129 -2.12988 1.5 1.4 -0.1
C -3.22258 -1.37204 -0.80222 -0.6 -1.4 -1.8
C -2.75651 -0.40001 0.28181 0.2 -3.3 4.6
S -2.19697 1.12610 -0.25035 0.4 0.0 -1.3
O -0.74497 1.15012 -0.25039 -0.9 0.1 0.5
O -3.01029 2.17430 0.27758 0.2 1.0 0.8
C -2.76517 0.77515 -1.82817 4.2 -1.6 -2.4
H -3.66109 -0.93385 -2.83423 -0.5 0.1 -0.7
H -1.98681 -1.15549 -2.51964 0.8 0.0 -0.4
H -2.83501 -2.40400 -0.87027 0.7 0.6 0.9
H -4.29104 -1.66526 -1.04524 0.4 1.2 2.1
H -1.86398 -0.61934 0.98626 -1.0 -0.9 -1.5
H -3.51820 -0.43316 1.07856 -0.1 1.1 -0.4
H -2.43395 1.52409 -2.53562 1.8 -0.4 -0.7
H -3.62868 1.16642 -1.91964 -7.1 2.2 0.7
C 4.60026 2.44072 -4.01730 1.7 3.2 -2.7
C 4.15023 1.09322 -4.33431 -2.6 -3.2 -3.6
C 4.55687 0.26371 -3.16557 3.8 -0.7 0.0
S 4.41529 1.29776 -1.73087 -0.5 2.0 2.3
O 5.78238 1.44284 -1.23301 -1.2 -0.4 0.0
O 3.29637 1.15846 -0.76183 1.7 -0.8 -1.3
C 3.97344 2.74434 -2.69511 7.5 -1.3 0.0
H 4.29279 3.16327 -4.82259 -0.2 -0.5 0.8
H 5.73331 2.61232 -4.07822 -1.4 -0.7 0.7
H 4.42846 0.54842 -5.45173 -0.4 1.8 3.3
H 2.98640 1.11432 -4.35905 1.6 0.0 -0.1
H 5.74340 0.27414 -3.18059 -2.3 -0.4 -0.1
H 4.25606 -0.75069 -3.06632 -0.7 -0.6 0.1
H 4.33829 3.61005 -2.25454 0.8 1.5 1.1
H 3.03446 2.75389 -2.69790 -7.9 0.1 -0.4
C -1.31518 -5.05154 -1.27105 -3.3 -0.3 -1.3
C -0.49471 -4.17808 -2.22319 1.0 -0.6 -0.4
C 0.84243 -4.09954 -1.53336 -3.6 -3.2 1.2
S 0.47836 -3.75939 0.11544 -0.1 -3.8 3.3
O 0.30979 -2.35800 0.28928 -0.4 1.8 0.2
O 1.40931 -4.49075 0.98162 -0.7 1.1 -0.8
C -1.17036 -4.67129 0.17935 0.4 2.3 0.5
H -0.96929 -6.02214 -1.57479 -0.4 -1.0 0.7
H -2.48013 -4.94805 -1.35293 2.1 -0.6 -1.0
H -0.76349 -3.18990 -2.05109 -1.4 2.2 -0.9
H -0.34530 -4.45147 -3.33119 -0.8 0.3 1.9
H 1.36811 -3.33119 -1.75100 3.9 5.1 -2.3
H 1.38467 -4.96245 -1.46389 1.5 -2.4 -0.3
H -1.95480 -3.87379 0.43851 1.2 -1.1 -0.3
H -1.24216 -5.46940 0.94062 0.5 0.4 -0.6
```
Forces are in eV/Å.

Values from the calculation:
Total charge: +1
Orbital gap in Ha: 0.3858
Largest force on an atom in Eh/bohr: 0.2380
HOMO in eV: -12.22